DFT (the ωB97M-V functional and the def2-TZVPD basis) results for an isolated molecule of C6H10BrNO2 in a non-equilibrium geometry.

Geometry as XYZ:
```
20
Properties=species:S:1:pos:R:3
C -1.49 -0.07 -0.19
C -0.72 0.88 0.28
C 0.15 -1.43 -0.81
C -0.96 2.20 1.08
C 1.13 0.41 -2.13
C 0.68 -1.90 1.53
N 0.97 -0.27 -0.89
O 0.65 0.69 0.11
O 0.37 -2.30 0.17
Br -3.38 -0.08 -0.05
H -0.18 -1.96 -1.67
H -0.48 1.91 2.14
H -2.10 2.21 1.35
H -0.47 3.09 0.62
H 1.11 -0.15 -3.00
H 0.47 1.22 -2.29
H 2.17 0.97 -2.08
H 0.49 -2.83 2.22
H 0.01 -1.13 2.05
H 1.59 -1.47 1.56
```

orbital gap	9.182	eV
E_HOMO	-8.4	eV
ΔE to the lowest compared entry with this formula, charge and spin	560.56	kJ/mol
maximum force	0.099	Eh/bohr



DFT (the ωB97M-V functional and the def2-TZVPD basis) results for an isolated molecule of C6H10ClN in a non-equilibrium geometry.

Geometry as XYZ:
```
18
Properties=species:S:1:pos:R:3
C -0.48 -2.61 -0.68
C 0.47 -1.68 -0.61
Cl 1.95 -2.08 -1.50
C 0.48 -0.40 0.07
C 1.60 -0.18 1.04
C -0.63 0.35 -0.12
C -0.96 1.71 0.47
N -0.90 2.83 -0.45
H -1.46 -2.54 -0.24
H -0.29 -3.65 -1.07
H 1.40 0.55 1.95
H 2.54 0.09 0.50
H 1.73 -1.27 1.55
H -1.26 0.06 -0.91
H -2.05 1.56 0.72
H -0.33 1.88 1.41
H -0.11 2.72 -1.04
H -1.71 2.67 -1.10
```

orbital gap	9.866	eV
E_HOMO	-9.1	eV
ΔE to the lowest compared entry with this formula, charge and spin	159.56	kJ/mol
maximum force	0.055	Eh/bohr



DFT (the ωB97M-V functional and the def2-TZVPD basis) results for a structure of composition C6H10ClN in a non-equilibrium geometry.

Geometry as XYZ:
```
18
Properties=species:S:1:pos:R:3
C 2.92 -0.24 -0.71
C 1.19 1.22 0.15
C -0.18 0.76 -0.23
C -1.38 0.28 0.56
C -0.11 -0.44 0.77
C 1.06 -1.22 0.30
H 3.58 0.81 -1.26
H 3.88 -1.06 -0.35
H 2.39 -0.57 -1.69
H 1.30 1.81 1.09
H 1.84 1.88 -0.45
H -0.45 0.55 -1.22
H -1.61 0.92 1.40
H 0.35 -0.18 1.74
H 1.12 -1.79 -0.65
H 1.48 -1.85 1.10
N 1.97 0.05 0.30
Cl -2.86 -0.18 -0.40
```

orbital gap	9.540	eV
E_HOMO	-8.7	eV
ΔE to the lowest compared entry with this formula, charge and spin	574.01	kJ/mol
maximum force	0.111	Eh/bohr



DFT (the ωB97M-V functional and the def2-TZVPD basis) results for a cluster of 2 separate species, C6H10ClN2Si in total in a non-equilibrium geometry.

Geometry as XYZ:
```
20
Properties=species:S:1:pos:R:3
C 2.00 0.99 -0.03
C 2.50 1.00 1.20
C 0.35 0.80 1.41
C -4.74 1.81 -2.88
C -4.57 0.90 -2.00
C 1.65 1.00 3.60
N 0.62 0.90 0.10
N 1.50 0.88 2.14
Si -0.49 0.33 -1.31
Cl -1.20 2.03 -2.07
H 2.57 0.93 -0.92
H 3.60 0.93 1.32
H -0.61 0.77 1.89
H -4.13 2.09 -3.76
H -5.72 2.40 -2.87
H -4.93 0.65 -1.10
H 0.92 0.34 4.11
H 2.63 0.77 3.93
H 1.40 2.02 4.07
H -1.60 -0.42 -0.71
```

orbital gap (alpha / beta)	9.360 / 5.462	eV
E_HOMO (alpha / beta)	-12.7 / -11.0	eV
ΔE to the lowest compared entry with this formula, charge and spin	430.50	kJ/mol
total charge	+1
maximum force	0.064	Eh/bohr



DFT (the ωB97M-V functional and the def2-TZVPD basis) results for a structure of composition C6H10EuO3 in a non-equilibrium geometry.

Geometry as XYZ:
```
20
Properties=species:S:1:pos:R:3
O -1.64 1.25 1.70
Eu 0.16 3.67 0.70
O 0.55 1.36 2.07
C -0.58 0.93 2.30
O -0.73 -0.37 2.77
C 0.44 -1.25 2.88
H 0.13 -1.92 3.69
H 1.27 -0.58 3.12
C 0.67 -1.99 1.60
C 1.76 -1.80 0.85
H -0.09 -2.70 1.30
H 1.91 -2.37 -0.07
H 2.46 -0.99 1.06
C -2.42 -0.59 2.23
C -2.97 -1.44 3.34
H -3.26 0.00 1.85
H -2.15 -1.18 1.35
H -3.12 -0.85 4.25
H -3.95 -1.81 3.01
H -2.35 -2.32 3.55
```

orbital gap (alpha / beta)	6.837 / 7.063	eV
E_HOMO (alpha / beta)	-16.2 / -16.2	eV
2S+1	8
ΔE to the lowest compared entry with this formula, charge and spin	173.93	kJ/mol
total charge	+2
maximum force	0.103	Eh/bohr



DFT (the ωB97M-V functional and the def2-TZVPD basis) results for the ion C6H10FN2 with charge +1 in a non-equilibrium geometry.

Geometry as XYZ:
```
19
Properties=species:S:1:pos:R:3
C -3.02 0.49 -0.02
C -1.41 0.82 0.01
F -1.07 2.23 -0.34
C -0.52 -0.13 -1.03
N 0.83 -0.33 -0.31
C 0.98 -1.46 0.68
C 2.52 -1.18 1.16
N 3.06 0.02 0.37
C 2.00 0.60 -0.54
H -3.40 -0.08 -0.97
H -3.63 1.50 0.17
H -3.26 -0.20 0.91
H -1.03 0.63 1.11
H -1.03 -1.15 -1.30
H -0.31 0.43 -2.06
H 0.18 -2.26 0.99
H 3.05 -1.84 1.98
H 4.03 0.40 0.46
H 2.02 1.52 -1.27
```

orbital gap	9.364	eV
E_HOMO	-13.7	eV
ΔE to the lowest compared entry with this formula, charge and spin	576.03	kJ/mol
total charge	+1
maximum force	0.154	Eh/bohr



DFT (the ωB97M-V functional and the def2-TZVPD basis) results for a cluster of 2 separate species, C6H10FO2S in total in a non-equilibrium geometry.

Geometry as XYZ:
```
20
Properties=species:S:1:pos:R:3
C -0.95 -2.62 0.70
C 0.17 -2.12 1.21
C -1.06 1.32 0.11
C 0.40 0.78 0.06
C 1.85 -0.84 -1.16
C 0.78 0.14 -1.28
O 4.29 -1.36 0.00
O 3.36 0.98 0.07
F 1.13 1.12 -2.26
S 3.11 -0.49 0.13
H -1.90 -2.84 1.24
H -1.24 -2.75 -0.31
H 0.29 -1.95 2.28
H -1.64 0.55 -0.32
H -1.19 2.41 -0.48
H -1.24 1.45 1.16
H 1.15 1.62 0.28
H 0.58 0.11 0.86
H 1.51 -1.78 -1.25
H -0.11 -0.26 -1.75
```

orbital gap (alpha / beta)	6.845 / 5.442	eV
E_HOMO (alpha / beta)	-3.4 / -3.0	eV
ΔE to the lowest compared entry with this formula, charge and spin	555.76	kJ/mol
total charge	-1
maximum force	0.083	Eh/bohr



DFT (the ωB97M-V functional and the def2-TZVPD basis) results for a cluster of 2 separate species, C6H10FO4S in total in a non-equilibrium geometry.

Geometry as XYZ:
```
22
Properties=species:S:1:pos:R:3
C 1.18 1.75 0.32
C 0.17 2.94 0.24
C 0.83 -1.64 -1.38
C 0.73 -1.43 1.04
C 1.26 -0.77 -0.19
C 0.67 0.57 -0.13
O -2.79 -1.45 1.24
O 2.42 1.93 0.44
O -2.88 -1.10 -1.20
O -3.59 0.73 0.33
F -0.72 0.49 -0.39
S -2.94 -0.56 0.13
H 0.55 3.82 -0.17
H -0.33 3.15 1.20
H -0.66 2.55 -0.40
H 0.88 -2.66 -1.04
H 1.48 -1.46 -2.33
H -0.16 -1.47 -1.68
H -0.42 -1.37 0.87
H 0.91 -0.89 1.99
H 1.08 -2.45 1.18
H 2.33 -0.70 -0.08
```

orbital gap (alpha / beta)	4.864 / 7.239	eV
E_HOMO (alpha / beta)	-1.5 / -5.5	eV
2S+1	3
ΔE to the lowest compared entry with this formula, charge and spin	0.00	kJ/mol
total charge	-1
maximum force	0.104	Eh/bohr



DFT (the ωB97M-V functional and the def2-TZVPD basis) results for an isolated molecule of C6H10IN3 in a non-equilibrium geometry.

Geometry as XYZ:
```
20
Properties=species:S:1:pos:R:3
C 0.45 -1.53 -1.92
C 0.80 -1.60 -0.48
N 1.67 -2.44 0.02
N 1.63 -2.22 1.30
N 0.80 -1.26 1.73
C 0.18 -0.84 0.71
C -0.72 0.32 0.54
C -0.98 0.98 1.87
C -0.40 1.48 -0.42
I -2.70 -0.57 0.00
H -0.51 -0.93 -2.02
H 1.26 -1.08 -2.60
H 0.19 -2.50 -2.25
H 2.35 -2.64 1.93
H -1.70 1.86 1.68
H -1.32 0.47 2.83
H -0.06 1.46 2.09
H -1.23 2.04 -0.48
H -0.19 0.91 -1.37
H 0.44 2.08 -0.16
```

orbital gap	9.261	eV
E_HOMO	-9.0	eV
ΔE to the lowest compared entry with this formula, charge and spin	157.89	kJ/mol
maximum force	0.120	Eh/bohr



DFT (the ωB97M-V functional and the def2-TZVPD basis) results for an isolated molecule of C6H10IP in a non-equilibrium geometry.

Geometry as XYZ:
```
18
Properties=species:S:1:pos:R:3
C 1.86 1.66 0.97
C -3.82 1.47 -0.95
C 1.43 -0.36 -1.42
C 1.27 0.55 1.37
C -2.85 0.57 -1.10
C 0.96 -2.37 0.40
P 0.85 -0.62 0.03
I -1.74 -0.22 1.04
H 1.91 2.56 1.53
H 2.28 1.64 0.04
H -4.02 1.72 0.08
H -4.33 1.79 -1.90
H 1.36 -1.23 -2.12
H 1.38 0.74 -1.75
H 0.67 0.33 2.26
H 0.79 -2.95 -0.56
H 1.82 -2.80 0.90
H 0.18 -2.49 1.18
```

orbital gap	7.117	eV
E_HOMO	-7.6	eV
ΔE to the lowest compared entry with this formula, charge and spin	3.11	kJ/mol
maximum force	0.067	Eh/bohr



DFT (the ωB97M-V functional and the def2-TZVPD basis) results for a structure of composition C6H10KO6 in a non-equilibrium geometry.

Geometry as XYZ:
```
23
Properties=species:S:1:pos:R:3
O 0.14 3.44 0.13
C 0.74 2.55 -0.46
O 1.28 1.49 0.12
C 0.58 0.84 1.21
C 0.94 -0.64 1.25
C 0.91 -1.37 -0.09
C -0.37 -1.22 -0.87
O -1.43 -1.87 -0.04
C -2.66 -1.64 -0.19
O -3.10 -0.99 -1.21
O -3.46 -2.08 0.70
H -0.49 1.03 1.11
H 0.96 1.35 2.10
H 0.25 -1.12 1.96
H 1.95 -0.73 1.68
H 1.09 -2.44 0.07
H 1.72 -1.04 -0.76
H -0.35 -1.75 -1.83
H -0.67 -0.17 -1.02
H -4.41 -1.91 0.53
K 3.28 1.23 -1.89
O 1.63 3.00 -1.35
H 1.46 4.04 -1.17
```

orbital gap (alpha / beta)	11.018 / 5.251	eV
E_HOMO (alpha / beta)	-17.5 / -17.5	eV
2S+1	2
ΔE to the lowest compared entry with this formula, charge and spin	113.39	kJ/mol
total charge	+2
maximum force	0.130	Eh/bohr



DFT (the ωB97M-V functional and the def2-TZVPD basis) results for the ion C6H10N with charge +1 in a non-equilibrium geometry.

Geometry as XYZ:
```
17
Properties=species:S:1:pos:R:3
C -2.18 -0.06 -0.73
C -1.40 -0.51 0.32
C -2.11 -0.61 1.61
C 0.10 -0.58 0.53
N 1.13 0.20 0.36
C 2.05 0.88 -0.24
C 2.79 0.66 -1.48
H -1.94 -0.07 -1.77
H -3.26 0.12 -0.44
H -3.15 -0.39 1.60
H -1.44 -0.12 2.38
H -2.16 -1.67 1.84
H 0.24 -1.42 1.24
H 2.39 1.76 0.15
H 3.01 1.53 -2.03
H 2.26 0.10 -2.25
H 3.67 0.20 -1.09
```

orbital gap	8.778	eV
E_HOMO	-13.9	eV
ΔE to the lowest compared entry with this formula, charge and spin	211.86	kJ/mol
total charge	+1
maximum force	0.091	Eh/bohr



DFT (the ωB97M-V functional and the def2-TZVPD basis) results for a structure of composition C6H10N in a non-equilibrium geometry.

Geometry as XYZ:
```
17
Properties=species:S:1:pos:R:3
C -0.59 0.44 0.18
C 0.07 -0.84 2.06
C 0.78 -0.07 -0.17
C 0.19 -1.35 0.66
C -1.46 1.51 -0.44
C 1.09 -0.32 -1.58
N -0.96 -0.45 1.09
H -0.33 -1.54 2.74
H 0.64 -0.08 2.46
H 1.71 0.47 0.29
H 0.14 -2.27 0.15
H -1.79 0.98 -1.35
H -0.92 2.45 -0.37
H -2.28 1.89 0.17
H 0.52 -1.05 -2.04
H 2.22 -0.35 -1.74
H 0.97 0.61 -2.11
```

orbital gap	9.460	eV
E_HOMO	-15.1	eV
ΔE to the lowest compared entry with this formula, charge and spin	320.27	kJ/mol
total charge	+1
maximum force	0.112	Eh/bohr



DFT (the ωB97M-V functional and the def2-TZVPD basis) results for the ion C6H10N with charge +1 in a non-equilibrium geometry.

Geometry as XYZ:
```
17
Properties=species:S:1:pos:R:3
C 1.18 -0.81 1.80
C -0.21 -0.92 1.21
C -0.63 0.99 -0.35
C -0.41 -0.24 -0.22
C -1.01 2.36 -0.23
C 0.03 -0.98 -1.43
N 1.88 0.07 1.29
H 1.42 -1.46 2.58
H -0.53 -1.94 1.23
H -0.72 -0.40 1.92
H 2.71 0.30 1.80
H -1.88 2.72 -0.99
H -0.16 3.16 -0.18
H -1.34 2.38 0.80
H -0.50 -0.47 -2.27
H -0.18 -1.99 -1.32
H 1.07 -0.79 -1.58
```

orbital gap	8.121	eV
E_HOMO	-14.2	eV
ΔE to the lowest compared entry with this formula, charge and spin	302.91	kJ/mol
total charge	+1
maximum force	0.065	Eh/bohr